C5H20BCl2CrO5S as an isolated structure in a non-equilibrium geometry. Source: the OMol25 dataset; level of theory: ωB97M-V/def2-TZVPD.

Charge: -1
HOMO (spin up / spin down): -3.71 / -4.84 eV
Spin multiplicity: 5
Max |F|: 5.08 eV/Å
Frontier orbital gap (spin up / spin down): 6.00 / 7.13 eV
DFT total energy: -2966.55941 hartree

Last column: Löwdin charge in e.
Element x y z (Å)
Cr -0.396 -1.762 0.007  0.27
Cl 0.922 -2.090 2.234  -0.27
Cl 1.321 -2.882 -1.569  -0.20
B -1.742 -3.729 -0.084  -0.46
H -2.152 -2.935 0.522  -0.07
H -0.683 -3.736 0.118  -0.10
H -2.123 -4.706 0.171  -0.05
H -2.037 -3.618 -1.116  -0.06
O 0.351 0.099 -0.329  -0.43
S 1.574 1.004 -0.374  0.78
O 1.713 1.885 -1.534  -0.29
O 1.699 1.895 1.020  -0.24
C 1.648 3.264 1.012  -0.34
C 2.275 3.794 2.288  -0.06
C 3.125 -0.003 -0.176  -0.10
H 0.668 3.703 0.828  0.12
H 2.120 3.704 0.134  0.11
H 1.622 3.564 3.129  0.08
H 2.376 4.878 2.344  0.08
H 3.231 3.315 2.501  0.08
H 3.274 -0.444 -1.161  0.05
H 3.033 -0.723 0.638  0.04
H 4.030 0.557 0.059  0.06
C -2.887 0.365 0.977  -0.12
O -2.018 -0.687 1.420  -0.18
H -3.087 0.474 -0.088  0.07
H -3.788 0.417 1.589  0.08
H -2.350 1.302 1.124  0.07
H -2.200 -0.963 2.321  0.09
C -1.354 -0.922 -3.238  -0.18
O -1.730 -1.201 -1.948  -0.17
H -0.883 -1.802 -3.678  0.08
H -2.211 -0.750 -3.889  0.08
H -0.654 -0.087 -3.233  0.08
H -2.687 -1.179 -2.020  0.10



A 6-piece molecular cluster, C5H20ClO9 overall in a non-equilibrium geometry. Source: the OMol25 dataset; level of theory: ωB97M-V/def2-TZVPD.

Charge: -1
HOMO: -6.83 eV
Spin multiplicity: 1
Max |F|: 2.06 eV/Å
Frontier orbital gap: 9.80 eV
DFT total energy: -1339.59068 hartree

Last column: Löwdin charge in e.
Element x y z (Å)
Cl 0.364 0.589 0.115  0.65
O -0.617 0.213 -0.852  -0.36
O 0.088 1.899 0.674  -0.37
O 0.344 -0.338 1.213  -0.35
O 1.631 0.633 -0.586  -0.36
C 3.517 -1.950 0.544  -0.14
O 4.463 -2.623 1.407  -0.15
H 3.674 -0.878 0.486  0.07
H 3.666 -2.363 -0.455  0.08
H 2.514 -2.163 0.908  0.06
H 4.626 -3.487 1.031  0.05
C -0.792 2.998 4.267  -0.18
O 0.375 3.117 3.475  -0.13
H -1.615 3.572 3.823  0.07
H -1.150 1.962 4.265  0.08
H -0.570 3.335 5.274  0.07
H 0.182 2.748 2.603  0.03
C -0.874 -3.087 -0.617  -0.17
O -0.850 -4.100 -1.602  -0.13
H 0.082 -2.576 -0.516  0.06
H -1.566 -2.270 -0.854  0.07
H -1.158 -3.510 0.354  0.08
H -1.648 -4.624 -1.592  0.06
C -3.028 2.866 -0.421  -0.16
O -4.400 2.879 -0.813  -0.13
H -2.432 3.742 -0.659  0.08
H -2.935 2.537 0.620  0.08
H -2.564 1.984 -0.876  0.06
H -4.911 3.196 -0.066  0.06
C 0.681 -0.909 -3.724  -0.16
O 1.909 -0.285 -3.368  -0.14
H 0.832 -1.297 -4.736  0.07
H 0.499 -1.768 -3.072  0.07
H -0.146 -0.197 -3.740  0.07
H 1.809 0.155 -2.510  0.02



C5H20CuN10O5 as an isolated structure in a non-equilibrium geometry. Source: the OMol25 dataset; level of theory: ωB97M-V/def2-TZVPD.

Charge: +1
HOMO: -10.55 eV
Spin multiplicity: 1
Max |F|: 2.06 eV/Å
Frontier orbital gap: 8.73 eV
DFT total energy: -2766.76284 hartree

Last column: Löwdin charge in e.
Element x y z (Å)
Cu 0.041 0.143 -0.881  0.45
C -2.227 -2.548 -0.458  -0.64
O -1.402 -1.802 -1.001  0.01
N -1.957 -3.515 0.445  0.18
N -3.521 -2.554 -0.878  0.15
H -2.640 -4.245 0.434  0.10
H -1.032 -3.633 0.816  0.10
H -4.240 -2.988 -0.332  0.10
H -3.731 -2.188 -1.790  0.10
C -2.634 0.859 -2.780  -0.64
O -1.448 0.584 -2.598  0.01
N -3.638 0.494 -1.921  0.16
N -3.087 1.323 -3.960  0.17
H -3.369 0.348 -0.962  0.10
H -4.591 0.736 -2.117  0.10
H -4.063 1.302 -4.184  0.10
H -2.430 1.575 -4.677  0.12
C -0.084 3.011 1.288  -0.64
O 0.160 2.066 0.529  0.01
N -1.164 3.819 1.156  0.17
N 0.560 3.121 2.474  0.16
H -1.330 4.496 1.880  0.10
H -1.549 4.046 0.256  0.11
H 1.414 2.595 2.542  0.10
H 0.500 3.927 3.071  0.11
C 3.604 0.150 -0.847  -0.64
O 2.383 0.066 -0.894  0.02
N 4.283 1.236 -0.324  0.15
N 4.407 -0.813 -1.321  0.18
H 3.649 2.014 -0.227  0.10
H 5.066 1.110 0.288  0.10
H 4.074 -1.717 -1.605  0.12
H 5.409 -0.736 -1.333  0.11
C 1.638 -1.480 2.006  -0.65
O 1.004 -1.390 0.959  0.02
N 2.008 -2.697 2.516  0.16
N 1.927 -0.432 2.812  0.18
H 2.586 -2.678 3.335  0.09
H 1.527 -3.521 2.214  0.10
H 2.313 -0.478 3.731  0.10
H 1.587 0.395 2.338  0.08



C5H20F4HfN10O5 as an isolated structure in a non-equilibrium geometry. Source: the OMol25 dataset; level of theory: ωB97M-V/def2-TZVPD.

HOMO: -8.60 eV
Spin multiplicity: 1
Max |F|: 3.99 eV/Å
Frontier orbital gap: 9.04 eV
DFT total energy: -1574.17685 hartree

Last column: Löwdin charge in e.
Element x y z (Å)
Hf -0.722 0.121 0.367  2.01
F -1.893 -1.761 0.984  -0.54
F 0.318 0.038 2.398  -0.54
F -0.761 2.415 0.883  -0.55
F -2.632 0.706 -0.646  -0.53
C -1.241 -1.383 -2.726  -0.61
O -0.910 -1.125 -1.589  -0.09
N -2.198 -0.677 -3.421  0.18
N -0.859 -2.523 -3.383  0.16
H -2.569 -1.137 -4.224  0.09
H -2.431 0.236 -3.059  0.10
H -1.335 -2.758 -4.231  0.09
H -0.637 -3.237 -2.706  0.10
C 1.269 -2.640 0.548  -0.61
O 0.881 -1.554 0.116  -0.10
N 2.432 -2.829 1.215  0.19
N 0.466 -3.728 0.564  0.19
H 3.135 -2.113 1.219  0.10
H 2.604 -3.694 1.687  0.10
H -0.324 -3.843 -0.039  0.10
H 0.744 -4.423 1.229  0.10
C 0.337 2.267 -2.236  -0.65
O 0.096 1.197 -1.661  -0.09
N 0.441 3.424 -1.571  0.20
N 0.425 2.318 -3.572  0.18
H 0.521 3.456 -0.563  0.10
H 0.618 4.237 -2.133  0.10
H 0.761 3.124 -4.061  0.10
H 0.150 1.461 -4.023  0.11
C 2.866 1.170 0.490  -0.64
O 1.711 0.815 0.320  -0.07
N 3.624 1.689 -0.531  0.16
N 3.528 1.003 1.640  0.18
H 4.419 2.206 -0.192  0.09
H 3.250 1.983 -1.413  0.09
H 4.525 1.081 1.694  0.10
H 3.003 0.461 2.314  0.11
C -2.753 0.527 3.305  -0.65
O -2.452 0.634 2.126  -0.07
N -3.960 -0.018 3.706  0.15
N -2.065 1.052 4.327  0.17
H -4.532 -0.447 2.999  0.10
H -4.408 0.414 4.493  0.08
H -2.374 0.805 5.247  0.09
H -1.070 1.050 4.109  0.10



C5H20FN10O5Zn as an isolated structure in a non-equilibrium geometry. Source: the OMol25 dataset; level of theory: ωB97M-V/def2-TZVPD.

Charge: +1
HOMO: -11.90 eV
Spin multiplicity: 1
Max |F|: 1.43 eV/Å
Frontier orbital gap: 9.87 eV
DFT total energy: -3005.59744 hartree

Last column: Löwdin charge in e.
Element x y z (Å)
Zn -30.275 -16.433 -17.661  0.63
F -28.529 -16.826 -17.057  -0.49
C -28.759 -16.926 -20.258  -0.60
O -29.771 -16.989 -19.549  -0.04
N -28.613 -17.695 -21.376  0.18
N -27.718 -16.139 -19.919  0.20
H -27.757 -17.678 -21.898  0.11
H -29.391 -18.224 -21.720  0.11
H -27.738 -15.742 -18.991  0.09
H -26.915 -16.015 -20.507  0.11
C -29.504 -13.166 -18.084  -0.61
O -29.652 -14.375 -18.227  0.01
N -29.696 -12.521 -16.908  0.19
N -29.077 -12.398 -19.135  0.17
H -29.515 -11.541 -16.787  0.11
H -30.031 -13.008 -16.097  0.08
H -28.943 -11.407 -19.079  0.10
H -29.051 -12.885 -20.011  0.11
C -31.905 -19.317 -17.102  -0.62
O -31.176 -18.366 -17.336  0.02
N -33.158 -19.124 -16.583  0.18
N -31.525 -20.591 -17.347  0.18
H -33.786 -19.891 -16.437  0.10
H -33.467 -18.170 -16.592  0.10
H -32.174 -21.358 -17.319  0.10
H -30.686 -20.769 -17.870  0.12
C -32.988 -15.952 -19.195  -0.60
O -32.160 -15.929 -18.282  -0.01
N -34.305 -15.664 -18.987  0.18
N -32.619 -16.255 -20.463  0.20
H -34.604 -15.352 -18.084  0.11
H -34.957 -15.738 -19.745  0.11
H -33.245 -16.187 -21.244  0.11
H -31.692 -16.633 -20.583  0.09
C -30.954 -15.085 -14.781  -0.62
O -30.722 -15.898 -15.656  0.03
N -30.261 -15.071 -13.602  0.18
N -31.902 -14.086 -14.955  0.16
H -30.400 -14.278 -12.994  0.10
H -29.312 -15.413 -13.612  0.12
H -32.261 -13.625 -14.134  0.10
H -32.566 -14.293 -15.681  0.10



C5H20IMgN10O5 as an isolated structure in a non-equilibrium geometry. Source: the OMol25 dataset; level of theory: ωB97M-V/def2-TZVPD.

Charge: +1
HOMO: -9.24 eV
Spin multiplicity: 1
Max |F|: 1.72 eV/Å
Frontier orbital gap: 7.04 eV
DFT total energy: -1624.27277 hartree

Last column: Löwdin charge in e.
Element x y z (Å)
Mg -4.085 -15.003 -18.911  0.15
I -4.256 -16.533 -21.097  0.09
C -3.179 -12.475 -20.630  -0.60
O -3.782 -13.280 -19.933  -0.05
N -3.721 -11.250 -20.948  0.17
N -1.926 -12.722 -21.082  0.20
H -3.093 -10.540 -21.280  0.10
H -4.658 -11.239 -21.306  0.10
H -1.541 -13.632 -20.891  0.11
H -1.381 -11.982 -21.483  0.11
C -7.272 -14.064 -19.041  -0.62
O -6.161 -14.569 -19.010  -0.05
N -7.491 -12.853 -19.648  0.18
N -8.380 -14.677 -18.533  0.18
H -8.442 -12.660 -19.922  0.11
H -6.803 -12.701 -20.370  0.11
H -9.239 -14.153 -18.514  0.11
H -8.430 -15.619 -18.196  0.11
C -4.880 -17.103 -16.597  -0.59
O -4.452 -16.593 -17.625  -0.05
N -4.319 -18.229 -16.065  0.18
N -6.055 -16.689 -16.030  0.18
H -3.686 -18.734 -16.657  0.11
H -4.753 -18.680 -15.280  0.10
H -6.514 -17.296 -15.372  0.10
H -6.632 -16.075 -16.574  0.09
C -4.317 -13.298 -16.281  -0.59
O -4.032 -13.886 -17.320  -0.02
N -5.484 -12.603 -16.201  0.20
N -3.484 -13.197 -15.216  0.20
H -5.815 -12.141 -15.375  0.11
H -6.023 -12.616 -17.048  0.10
H -3.852 -12.713 -14.416  0.11
H -2.613 -13.690 -15.175  0.11
C -1.013 -15.549 -18.035  -0.60
O -2.081 -15.442 -18.613  -0.04
N 0.020 -14.668 -18.134  0.18
N -0.756 -16.601 -17.189  0.18
H 0.946 -14.977 -17.899  0.11
H -0.143 -13.710 -18.383  0.11
H -1.373 -17.390 -17.241  0.10
H -0.222 -16.437 -16.356  0.10



A 4-piece molecular cluster, C5H20N2O3 overall in a non-equilibrium geometry. Source: the OMol25 dataset; level of theory: ωB97M-V/def2-TZVPD.

HOMO: -8.26 eV
Spin multiplicity: 1
Max |F|: 2.37 eV/Å
Frontier orbital gap: 8.62 eV
DFT total energy: -537.68148 hartree
SMILES: CCNCCNC.O.O.O

Last column: Löwdin charge in e.
Element x y z (Å)
C 0.631 -0.332 -3.139  -0.10
C 0.342 -0.363 -1.660  -0.29
N -0.794 0.530 -1.377  -0.09
C -1.244 0.771 -0.003  -0.22
C -0.601 1.903 0.805  -0.21
N 0.511 1.620 1.721  -0.11
C 1.809 1.907 1.146  -0.16
H -0.184 -0.748 -3.746  0.08
H 0.915 0.600 -3.621  0.07
H 1.383 -1.118 -3.305  0.07
H 0.098 -1.336 -1.226  0.11
H 1.250 -0.077 -1.097  0.08
H -0.673 1.387 -1.899  0.10
H -2.300 0.967 -0.215  0.10
H -1.187 -0.151 0.582  0.09
H -1.407 2.247 1.473  0.11
H -0.331 2.743 0.160  0.11
H 0.479 0.670 2.066  0.06
H 2.528 1.831 1.966  0.08
H 1.857 2.913 0.709  0.07
H 2.135 1.330 0.249  0.05
O -3.389 -1.476 -0.909  -0.08
H -2.814 -2.270 -0.844  0.05
H -2.825 -0.691 -0.841  -0.02
O 2.584 -2.096 0.792  -0.04
H 3.022 -2.313 -0.017  0.03
H 2.838 -1.189 1.004  0.04
O -0.313 -1.353 2.321  -0.06
H -0.385 -1.992 3.061  0.07
H 0.475 -1.574 1.824  0.01



A 5-piece molecular cluster, C5H20N2O4 overall in a non-equilibrium geometry. Source: the OMol25 dataset; level of theory: ωB97M-V/def2-TZVPD.

Charge: +2
HOMO: -17.28 eV
Spin multiplicity: 1
Max |F|: 1.55 eV/Å
Frontier orbital gap: 10.80 eV
DFT total energy: -612.37057 hartree

Last column: Löwdin charge in e.
Element x y z (Å)
C -1.545 -1.296 1.281  -0.11
C -1.735 -0.351 0.094  -0.11
C -1.017 -0.736 -1.173  -0.28
C -1.501 -1.477 -2.153  0.16
C 0.787 0.575 -2.128  0.14
N 0.339 -0.238 -1.243  0.09
N -2.614 -1.068 2.338  0.20
H -0.610 -1.098 1.796  0.11
H -1.586 -2.349 1.052  0.14
H -2.791 -0.196 -0.124  0.13
H -1.386 0.633 0.426  0.13
H -2.505 -1.872 -2.077  0.10
H -0.923 -1.737 -3.027  0.10
H 0.239 0.771 -3.031  0.13
H 1.821 0.843 -1.989  0.09
H 0.937 -0.408 -0.418  0.10
H -3.530 -0.717 2.038  0.18
H -2.314 -0.333 2.987  0.18
H -2.760 -1.873 2.942  0.18
H 1.079 3.339 -1.891  0.09
H -0.320 3.359 -1.294  0.09
O 0.447 2.784 -1.414  -0.03
H 1.854 -0.331 1.282  0.01
H 2.034 -1.909 1.519  0.08
O 1.569 -1.233 1.035  -0.06
H 3.725 1.430 -0.861  0.07
H 3.924 0.009 -0.313  0.08
O 3.300 0.745 -0.332  -0.04
H 2.346 1.747 2.038  0.07
H 1.256 1.559 0.859  0.01
O 1.479 1.428 1.782  -0.04